The following is a DFT calculation (the ωB97M-V functional and the def2-TZVPD basis) of a 2-piece molecular cluster, CH4FNO2 overall.

- HOMO (spin up / spin down): -10.77 / -11.84 eV
- Relative energy (zero: lowest compared OMol25 entry of this formula, charge and spin): 610.23 kJ/mol
- Total charge: 0
- Orbital gap (spin up / spin down): 0.26493 / 0.32857 Eh
- Molar mass: 81.05 g/mol

```
9
Properties=species:S:1:pos:R:3:forces:R:3:lowdin_charge:R:1
C 0.1892 0.2555 0.0440 -0.8 -1.6 -1.7 -0.69
N 0.7164 -1.0119 0.2245 -0.1 -2.4 0.0 0.33
O -0.2176 0.6158 -1.2251 3.0 0.1 0.1 0.10
O -0.4997 0.6840 1.0742 -1.4 -0.5 0.9 0.07
F -1.5744 -1.6372 0.8576 1.5 0.8 -0.3 -0.38
H 1.2425 0.5717 0.0100 1.9 0.5 0.4 0.21
H 1.0092 -1.7344 -0.5657 -1.2 2.4 1.2 0.17
H -1.1273 0.6041 -1.2461 -3.5 0.1 -0.1 0.07
H -1.0766 -0.1495 1.3520 0.7 0.6 -0.6 0.13
```
Positions in Å, forces in eV/Å.



The following is a DFT calculation (the ωB97M-V functional and the def2-TZVPD basis) of a 2-piece molecular cluster, CH4FNP2 overall.

- HOMO (spin up / spin down): -7.50 / -7.51 eV
- Relative energy (zero: lowest compared OMol25 entry of this formula, charge and spin): 211.62 kJ/mol
- Total charge: 0
- Orbital gap (spin up / spin down): 0.23442 / 0.23430 Eh
- Molar mass: 111.00 g/mol

```
9
Properties=species:S:1:pos:R:3:forces:R:3:lowdin_charge:R:1
C -0.7931 -0.4820 0.1074 -0.3 0.2 -4.2 -0.34
N 1.7565 -0.5901 -0.0130 2.0 -0.3 0.1 -0.97
F 3.2092 2.1270 0.4421 -1.1 -0.6 0.3 -0.18
P 3.1270 -1.2139 0.2379 -0.1 -0.5 0.1 0.74
P 0.7375 0.5196 -0.4932 -2.5 0.4 0.3 0.77
H -0.4742 -1.0114 0.9103 0.7 -1.3 2.9 -0.05
H -0.7580 -1.2950 -0.7263 -0.8 1.3 1.2 0.04
H -1.8046 -0.0406 0.2483 1.0 -0.1 -0.4 0.03
H 2.3484 1.7108 0.5848 1.2 0.8 -0.3 -0.04
```
Positions in Å, forces in eV/Å.



The following is a DFT calculation (the ωB97M-V functional and the def2-TZVPD basis) of a 2-piece molecular cluster, CH4FO3P overall.

- HOMO (spin up / spin down): -10.21 / -9.85 eV
- Relative energy (zero: lowest compared OMol25 entry of this formula, charge and spin): 315.20 kJ/mol
- Total charge: 0
- Orbital gap (spin up / spin down): 0.31022 / 0.33328 Eh
- Molar mass: 114.01 g/mol

```
10
Properties=species:S:1:pos:R:3:forces:R:3:lowdin_charge:R:1
C -0.6533 -0.3818 0.2738 -0.9 -2.9 0.5 -0.72
O 2.3522 -0.1048 -1.7525 -0.4 0.8 -1.3 -0.02
O 0.2871 0.3001 -0.2296 0.6 1.5 -0.5 -0.01
O 1.3021 -0.8331 -1.4052 1.0 -0.1 0.4 -0.05
F -0.1563 -1.2926 1.2601 0.1 0.2 0.7 -0.12
P -1.9460 0.6952 1.2853 0.5 -2.6 1.5 0.92
H -1.1124 -1.2095 -0.3903 -0.1 1.8 0.3 0.15
H 3.1857 -0.2768 -1.2732 -0.7 -0.8 0.8 0.12
H -1.0854 1.5877 1.9263 0.5 0.0 0.1 -0.10
H -2.1738 1.5155 0.3053 -0.7 2.1 -2.5 -0.17
```
Positions in Å, forces in eV/Å.



The following is a DFT calculation (the ωB97M-V functional and the def2-TZVPD basis) of a 2-piece molecular cluster, CH4FOP overall.

- HOMO (spin up / spin down): -5.77 / -10.92 eV
- Relative energy (zero: lowest compared OMol25 entry of this formula, charge and spin): 232.06 kJ/mol
- Total charge: 0
- Orbital gap (spin up / spin down): 0.23839 / 0.28684 Eh
- 2S+1: 3
- Molar mass: 82.01 g/mol

```
8
Properties=species:S:1:pos:R:3:forces:R:3:lowdin_charge:R:1
C -0.6446 -0.5142 -0.5988 -1.4 4.6 -0.8 -0.46
O 0.0286 -1.4946 -1.4074 0.4 0.1 -1.5 -0.37
F 2.2001 2.3392 0.2399 -1.4 -0.4 0.5 -0.11
P 0.5058 -1.5686 0.1672 0.1 -2.1 2.3 0.76
H -0.2456 0.6046 -0.5889 -0.6 -2.2 -0.7 0.07
H -1.7350 -0.4706 -0.8070 0.6 -0.4 0.6 0.08
H 1.3387 2.0979 0.5706 1.4 0.4 -0.5 0.09
H -0.2430 -2.5892 0.8351 0.8 0.0 0.0 -0.07
```
Positions in Å, forces in eV/Å.



The following is a DFT calculation (the ωB97M-V functional and the def2-TZVPD basis) of a 2-piece molecular cluster, CH4I3NSi overall.

- HOMO: -9.18 eV
- Relative energy (zero: lowest compared OMol25 entry of this formula, charge and spin): 272.07 kJ/mol
- Total charge: 0
- Orbital gap: 0.29617 Eh
- Molar mass: 438.85 g/mol

```
10
Properties=species:S:1:pos:R:3:forces:R:3:lowdin_charge:R:1
C -1.2961 0.8730 0.5824 1.6 -2.2 -3.8 -0.19
N -0.0452 0.0588 0.2765 2.0 1.5 1.3 -0.34
Si 1.4969 0.5615 -0.0083 -1.5 -1.0 0.1 -0.33
I 2.4446 2.6535 -0.9216 -0.3 -0.5 0.4 0.35
I 3.2461 -1.1660 0.1085 -0.6 0.6 -0.1 0.38
H -1.3424 1.5747 1.3397 0.7 1.3 1.8 0.03
H -1.3361 1.3727 -0.4010 -1.4 0.2 0.6 0.07
H -2.0483 0.1182 0.7589 -0.5 0.1 -0.3 0.06
I -1.1054 -3.5634 -0.9742 -0.9 -0.9 -0.2 0.42
H -0.0141 -2.4830 -0.7610 0.9 1.0 0.2 -0.45
```
Positions in Å, forces in eV/Å.



The following is a DFT calculation (the ωB97M-V functional and the def2-TZVPD basis) of a 2-piece molecular cluster, CH4IN2 overall.

- HOMO: -13.67 eV
- Relative energy (zero: lowest compared OMol25 entry of this formula, charge and spin): 236.25 kJ/mol
- Total charge: +1
- Orbital gap: 0.28223 Eh
- Molar mass: 170.96 g/mol

```
8
Properties=species:S:1:pos:R:3:forces:R:3:lowdin_charge:R:1
C 1.2404 -1.1257 -0.3632 0.5 -1.5 1.0 -0.61
N -1.0280 1.4507 0.0800 -0.6 0.2 -0.2 -0.07
N 0.9801 -2.2540 -0.3148 0.2 2.1 -0.2 0.26
I 2.1458 0.5943 0.1174 -0.3 -0.3 -0.6 1.18
H -1.7356 0.7998 -0.2411 0.0 -0.5 0.3 0.00
H -1.0381 1.4185 1.1353 -0.5 0.9 -1.8 0.04
H -1.3812 2.3060 -0.4290 0.8 -0.6 1.8 0.05
H 0.8165 -3.1896 0.0155 -0.2 -0.3 -0.3 0.15
```
Positions in Å, forces in eV/Å.



The following is a DFT calculation (the ωB97M-V functional and the def2-TZVPD basis) of a 2-piece molecular cluster, CH4IN2O overall.

- HOMO: -4.07 eV
- Relative energy (zero: lowest compared OMol25 entry of this formula, charge and spin): 0.00 kJ/mol
- Total charge: -1
- Orbital gap: 0.29284 Eh
- Molar mass: 186.96 g/mol

```
9
Properties=species:S:1:pos:R:3:forces:R:3:lowdin_charge:R:1
I -1.0890 -3.0509 -0.7060 0.0 0.0 -0.1 -0.56
C 0.2616 0.8755 0.2315 -0.1 -0.1 -0.1 -0.70
O 0.5254 2.0414 0.5281 0.1 -0.2 0.1 -0.04
N -0.2304 -0.0377 1.1061 -0.1 -0.3 0.2 0.13
N 0.4509 0.3914 -1.0384 0.1 0.4 0.4 0.13
H -0.2905 0.1794 2.0816 0.0 0.3 -0.1 0.09
H -0.4569 -0.9852 0.8152 0.0 0.1 -0.1 -0.10
H 0.1028 -0.5121 -1.3257 0.0 -0.1 0.0 -0.04
H 0.7263 1.0982 -1.6924 -0.1 -0.1 -0.2 0.09
```
Positions in Å, forces in eV/Å.



The following is a DFT calculation (the ωB97M-V functional and the def2-TZVPD basis) of an isolated ion of composition CH4INOP and charge -1.

- HOMO: -2.94 eV
- Total charge: -1
- Orbital gap: 0.23249 Eh
- Molar mass: 203.93 g/mol

```
9
Properties=species:S:1:pos:R:3:forces:R:3:lowdin_charge:R:1
C -0.9925 0.4527 0.4943 0.4 -0.3 0.0 -0.34
P 0.7160 0.1123 -0.1709 -0.2 0.5 -0.2 0.37
O 1.0586 -1.1662 0.8895 0.2 -0.1 0.5 -0.41
N 0.3626 -0.6282 -1.6030 0.1 0.2 0.1 -0.91
I 1.2549 0.4395 -3.1211 0.0 -0.2 -0.1 0.29
H -1.5048 1.1260 -0.1809 -0.1 0.3 -0.1 0.00
H -0.8608 0.9085 1.4701 -0.2 0.2 0.3 -0.01
H -1.5829 -0.4549 0.5837 0.0 -0.3 0.0 0.01
H 1.5488 -0.7896 1.6383 -0.2 -0.2 -0.5 0.00
```
Positions in Å, forces in eV/Å.